1.
# C27H52F3O25Rb2

C27H52F3O25Rb2 as an isolated structure (wB97M-V/def2-TZVPD, the Open Molecules 2025 dataset).

Structure (XYZ):
```
109
Properties=species:S:1:pos:R:3
Rb 10.236 6.289 -4.528
Rb 14.941 8.099 -9.371
C 11.206 12.985 -5.363
O 10.078 13.687 -4.823
O 10.766 12.303 -6.504
C 12.529 13.835 -5.468
F 12.378 14.877 -6.246
F 13.120 14.359 -4.347
F 13.567 13.125 -5.910
C 10.207 14.451 -3.568
C 8.879 14.895 -2.821
H 8.238 14.064 -2.524
H 9.219 15.429 -1.934
H 8.279 15.564 -3.438
H 10.858 15.323 -3.630
H 10.727 13.792 -2.873
H 11.436 12.234 -4.607
O 16.700 6.756 -3.933
C 17.970 7.375 -4.072
C 19.202 6.927 -4.912
O 19.273 6.884 -6.330
H 18.367 7.496 -3.063
H 17.832 8.388 -4.449
H 19.411 5.914 -4.568
H 20.159 7.278 -4.525
C 15.260 14.591 0.634
O 14.074 15.136 1.171
C 14.012 16.281 1.791
O 14.907 16.925 2.305
O 12.682 16.617 1.777
C 12.173 17.791 2.371
H 15.655 15.345 -0.047
H 15.054 13.664 0.098
H 16.061 14.499 1.367
H 12.142 17.661 3.453
H 11.131 17.896 2.069
H 12.858 18.610 2.155
C 7.465 24.822 -8.854
O 8.248 24.273 -7.811
C 8.778 23.034 -7.977
O 8.797 22.430 -9.054
O 9.257 22.628 -6.806
C 9.907 21.383 -6.828
H 6.778 24.105 -9.304
H 8.095 25.209 -9.654
H 6.905 25.658 -8.433
H 10.526 21.355 -7.725
H 9.196 20.566 -6.705
H 10.560 21.279 -5.962
C 14.980 10.922 -16.532
O 14.943 12.258 -16.000
C 14.767 12.402 -14.622
O 14.434 11.535 -13.830
O 15.351 13.490 -14.303
C 15.211 14.018 -13.002
H 15.011 10.039 -15.893
H 15.751 10.765 -17.286
H 14.017 10.797 -17.026
H 15.927 13.598 -12.295
H 14.210 13.681 -12.733
H 15.240 15.107 -12.984
C 6.104 14.064 10.443
O 5.593 13.847 9.093
C 6.281 14.207 8.048
O 7.338 14.800 8.065
O 5.666 13.716 7.045
C 6.182 13.713 5.686
H 7.151 14.358 10.516
H 6.183 13.065 10.873
H 5.473 14.586 11.163
H 5.400 13.373 5.006
H 6.999 12.995 5.756
H 6.556 14.714 5.472
C 0.637 14.713 -2.394
O 0.105 13.532 -1.842
C 0.713 12.358 -2.110
O 1.784 12.095 -2.758
O 0.046 11.449 -1.398
C 0.126 10.060 -1.599
H -0.034 15.515 -2.087
H 0.794 14.667 -3.471
H 1.574 14.891 -1.865
H 0.044 9.557 -0.635
H 1.076 9.768 -2.047
H -0.712 9.767 -2.231
C 2.112 22.432 1.944
O 2.369 22.949 0.656
C 3.138 22.278 -0.196
O 3.546 21.139 0.009
O 3.463 23.080 -1.241
C 4.328 22.688 -2.268
H 2.948 22.459 2.643
H 1.780 21.397 1.856
H 1.204 22.907 2.314
H 3.784 22.928 -3.181
H 4.558 21.627 -2.372
H 5.303 23.176 -2.255
C 7.600 15.176 -11.373
O 6.771 14.872 -12.522
C 5.554 14.592 -12.407
O 4.987 14.458 -11.305
O 4.978 14.442 -13.591
C 3.736 13.724 -13.762
H 7.368 16.150 -10.942
H 8.666 15.242 -11.592
H 7.363 14.451 -10.594
H 2.861 14.308 -14.049
H 3.402 13.339 -12.798
H 3.811 12.884 -14.452
```

Total charge ... -1
Gap between HOMO and LUMO ... 1.8555 eV
E ... -3288.3338 Eh

Mulliken population analysis, charges in e, atoms 1 to 5: 0.54 0.71 0.01 -0.30 -0.90

2.
# C27H53BI2N2O11

A 3-piece molecular cluster, C27H53BI2N2O11 overall (wB97M-V/def2-TZVPD, the Open Molecules 2025 dataset).

Structure (XYZ):
```
96
Properties=species:S:1:pos:R:3
C 0.624 2.061 4.522
C -0.059 3.078 3.593
C 0.941 3.838 2.713
N 1.056 3.131 1.430
C 2.259 3.402 0.636
B 2.941 4.852 0.711
O 3.402 5.400 1.881
N 3.119 5.604 -0.538
C 4.454 6.241 -0.517
C 2.100 6.660 -0.663
C 1.764 3.329 -0.849
O 0.758 3.829 -1.349
O 2.628 2.485 -1.564
C 2.909 1.454 -0.668
O 1.760 0.756 -0.280
C 0.978 0.187 -1.334
C -0.289 -0.397 -0.721
C 0.073 -1.625 0.107
C -0.970 0.685 0.136
C -2.504 0.602 0.169
C -2.971 -0.193 1.413
C -3.093 2.008 0.213
C 4.082 0.576 -1.106
I 4.102 0.232 -3.239
C 4.159 -0.689 -0.234
C 3.908 -2.032 -0.892
I 6.170 -0.794 0.586
C 3.310 2.261 0.588
O 3.456 1.516 1.762
H 0.650 1.077 4.069
H 1.657 2.335 4.719
H 0.135 2.010 5.486
H -0.738 2.522 2.954
H -0.630 3.784 4.182
H 0.532 4.824 2.518
H 1.877 3.886 3.264
H 1.068 2.143 1.651
H 3.638 4.700 2.492
H 4.428 7.180 0.031
H 4.776 6.458 -1.533
H 5.197 5.585 -0.082
H 2.102 7.315 0.210
H 2.291 7.219 -1.572
H 1.112 6.224 -0.763
H 0.703 0.953 -2.055
H 1.541 -0.576 -1.863
H -0.934 -0.672 -1.550
H 0.471 -1.326 1.071
H 0.843 -2.221 -0.376
H -0.778 -2.274 0.285
H -0.699 1.651 -0.280
H -0.538 0.643 1.130
H -2.827 0.072 -0.722
H -2.287 0.038 2.223
H -3.947 0.173 1.711
H -2.986 -1.255 1.210
H -2.585 2.571 0.988
H -2.987 2.509 -0.743
H -4.153 1.952 0.440
H 4.964 1.173 -0.953
H 3.502 -0.602 0.615
H 2.908 -2.097 -1.302
H 4.657 -2.287 -1.626
H 3.970 -2.793 -0.118
H 4.239 2.751 0.287
H 4.350 1.620 2.082
C -7.915 -1.092 -3.212
C -6.423 -1.320 -3.101
O -5.979 -1.337 -1.736
C -6.253 -2.449 -1.059
O -6.800 -3.429 -1.489
O -5.801 -2.291 0.184
C -6.090 -3.384 1.058
H -8.200 -0.179 -2.688
H -8.206 -1.002 -4.258
H -8.473 -1.916 -2.771
H -5.884 -0.495 -3.564
H -6.118 -2.239 -3.600
H -5.734 -4.323 0.640
H -7.160 -3.442 1.249
H -5.567 -3.178 1.987
C -0.611 -7.242 -2.284
C 0.304 -6.061 -2.521
O 0.563 -5.328 -1.314
C 1.424 -5.896 -0.475
O 2.019 -6.925 -0.650
O 1.539 -5.104 0.591
C 2.400 -5.609 1.614
H -1.537 -6.917 -1.809
H -0.854 -7.726 -3.230
H -0.144 -7.979 -1.633
H -0.173 -5.347 -3.189
H 1.245 -6.365 -2.977
H 3.384 -5.846 1.215
H 1.962 -6.489 2.081
H 2.492 -4.819 2.353
```

Total charge ... 0
SMILES ... CCCN[C@]1(B(O)N(C)C)C(=O)O[C@@](OC[C@@H](C)CC(C)C)([C@H](I)[C@@H](C)I)[C@@H]1O.CCOC(=O)OC.CCOC(=O)OC
Relative energy (zero: lowest compared OMol25 entry of this formula, charge and spin) ... 0.0 kcal/mol
Gap between HOMO and LUMO ... 9.0432 eV
E ... -2618.0442 Eh

Mulliken population analysis, charges in e, atoms 1 to 5: -1.21 -0.16 -0.31 0.40 0.99

| no. | highest occupied orbital energy (eV) |
| --- | --- |
| 1 | -1.8 |
| 2 | -9.0 |